The following is a quantum chemistry calculation of a cluster of 2 separate species, C6H12O in total, from the Open Molecules 2025 dataset.

Element x y z (Å)
C1 2.16 -0.98 -0.50
C2 1.11 -0.26 0.32
O1 1.20 -0.14 1.52
C3 -0.08 0.19 -0.49
C4 -1.19 1.02 0.19
C5 -2.14 -0.20 0.16
C6 -1.07 -1.02 -0.60
H1 2.94 -0.27 -0.80
H2 1.72 -1.38 -1.42
H3 2.62 -1.79 0.08
H4 0.26 0.58 -1.45
H5 -0.95 1.42 1.17
H6 -1.53 1.85 -0.45
H7 -3.07 -0.05 -0.39
H8 -2.37 -0.60 1.15
H9 -1.32 -1.31 -1.63
H10 -0.72 -1.90 -0.07
H11 1.21 2.07 1.74
H12 1.22 2.76 1.47

Properties
* frontier orbital gap: 10.57 eV
* HOMO energy: -9.54 eV
* structure (SMILES): CC(=O)C1CCC1.[H][H]

=====

The following is a quantum chemistry calculation of a structure of composition C36H34BrF15GeIrN7O3S, from the Open Molecules 2025 dataset.

Element x y z (Å)
Ir1 -0.70 0.26 0.00
C1 -0.95 1.66 5.23
N1 -0.79 0.75 4.10
C2 -0.81 1.11 2.83
N2 -1.10 2.35 2.46
O1 -0.51 0.19 1.97
H1 -0.58 1.17 6.12
H2 -2.00 1.92 5.39
H3 -0.36 2.56 5.07
H4 -0.70 -0.24 4.28
H5 -1.37 3.04 3.14
H6 -0.92 2.62 1.50
C3 1.65 -1.62 -2.55
N3 2.15 -1.92 -1.22
C4 2.54 -3.31 -0.99
C5 2.15 -0.97 -0.27
O2 1.34 0.04 -0.40
N4 2.99 -1.02 0.76
C6 4.30 -1.68 0.70
C7 2.84 -0.10 1.89
H7 2.29 -2.12 -3.28
H8 1.69 -0.55 -2.74
H9 0.63 -1.99 -2.69
H10 1.79 -3.95 -1.46
H11 2.56 -3.53 0.07
H12 3.51 -3.54 -1.43
H13 4.58 -1.88 -0.33
H14 4.32 -2.59 1.29
H15 5.04 -0.99 1.12
H16 1.82 0.24 1.98
H17 3.50 0.76 1.77
H18 3.12 -0.63 2.80
C8 -1.04 0.87 -2.56
N5 -1.01 2.31 -2.40
C9 -1.49 3.08 -3.56
C10 -0.69 4.35 -3.69
C11 -0.80 5.12 -2.40
N6 -0.53 4.26 -1.23
C12 -0.07 4.97 -0.04
C13 -0.62 2.94 -1.27
O3 -0.33 2.28 -0.19
H19 -0.59 0.61 -3.52
H20 -2.05 0.47 -2.54
H21 -0.33 0.34 -1.87
H22 -2.55 3.28 -3.44
H23 -1.37 2.45 -4.44
H24 -1.07 4.95 -4.51
H25 0.36 4.12 -3.91
H26 -1.79 5.56 -2.28
H27 -0.07 5.94 -2.36
H28 0.86 5.50 -0.28
H29 0.14 4.29 0.77
H30 -0.82 5.70 0.26
Br1 0.48 -4.73 2.55
C14 -0.31 -3.86 1.09
C15 -0.83 -4.56 0.02
C16 -1.37 -3.84 -1.04
C17 -1.38 -2.46 -0.98
N7 -0.87 -1.79 0.07
C18 -0.34 -2.48 1.09
H31 -0.81 -5.64 0.00
H32 -1.77 -4.34 -1.90
H33 -1.80 -1.86 -1.78
H34 0.06 -1.91 1.91
F1 -5.08 -3.55 1.31
C19 -4.92 -3.48 -0.01
C20 -4.64 -2.26 -0.61
C21 -4.52 -2.24 -1.99
F2 -4.21 -1.07 -2.59
C22 -4.66 -3.37 -2.77
F3 -4.50 -3.32 -4.08
C23 -4.94 -4.58 -2.14
F4 -5.07 -5.67 -2.85
C24 -5.07 -4.64 -0.75
F5 -5.33 -5.79 -0.16
Ge1 -4.73 -0.56 0.29
S1 -2.86 0.83 0.02
C25 -6.09 0.48 -0.60
C26 -7.37 0.02 -0.36
F6 -7.51 -1.02 0.48
C27 -8.50 0.58 -0.93
F7 -9.70 0.11 -0.66
C28 -8.33 1.64 -1.81
F8 -9.38 2.20 -2.38
C29 -7.06 2.12 -2.09
F9 -6.89 3.12 -2.94
C30 -5.96 1.53 -1.49
F10 -4.74 2.00 -1.83
C31 -4.83 -0.63 2.22
C32 -5.78 0.06 2.97
F11 -6.63 0.88 2.38
C33 -5.87 -0.08 4.35
F12 -6.78 0.59 5.03
C34 -4.98 -0.92 5.01
F13 -5.03 -1.05 6.31
C35 -4.01 -1.61 4.28
F14 -3.14 -2.39 4.91
C36 -3.95 -1.44 2.92
F15 -3.00 -2.11 2.23

Properties
* charge: +3
* frontier orbital gap (spin up / spin down): 6.77 / 5.00 eV
* <S²>: 0.756
* HOMO energy (spin up / spin down): -15.97 / -15.97 eV
* spin multiplicity: 2

=====

Relative energy (zero: lowest compared OMol25 entry of this formula, charge and spin): 183.5 5.3 (kJ/mol)
Total energy: -310.9894 -8651.7921 (hartree)